ORCA calculation (ωB97M-V with the def2-TZVPD basis set) on 5 unconnected molecules or ions with the total composition C38H78F5O4S.

Results
Highest occupied orbital energy ... -10.76 eV
Charge ... +1

Each line ends with the Löwdin charge.
Positions of all 126 atoms, in Å:
1 C -7.295 2.386 -1.987  0.1908
2 C -6.845 1.309 -2.244  -0.3317
3 S -6.300 -0.255 -2.483  1.2758
4 C -6.659 -0.593 -4.240  -0.2764
5 C -7.938 -1.416 -4.331  -0.2217
6 C -7.914 -2.733 -3.533  -0.1910
7 C -8.613 -2.652 -2.157  -0.2095
8 C -7.713 -3.126 -1.019  -0.2142
9 C -8.272 -2.824 0.388  -0.1742
10 C -7.300 -1.988 1.237  -0.2181
11 C -7.088 -2.481 2.665  -0.2028
12 C -6.141 -1.529 3.416  -0.2029
13 C -4.683 -1.900 3.162  -0.2244
14 C -4.183 -3.082 3.996  -0.2077
15 C -3.029 -3.817 3.315  -0.2199
16 C -1.769 -2.969 3.176  -0.2146
17 C -0.716 -3.617 2.283  -0.2014
18 C 0.234 -2.647 1.569  -0.2033
19 C -0.438 -1.450 0.904  -0.2339
20 C 0.457 -0.772 -0.124  -0.2470
21 C 1.564 0.092 0.505  -0.0750
22 C -4.437 0.003 -2.410  -0.5458
23 F -4.220 1.014 -1.577  0.1549
24 F -3.965 0.288 -3.619  0.1583
25 C -3.789 -1.308 -1.862  -0.5913
26 F -4.396 -2.354 -2.447  0.1571
27 F -3.969 -1.366 -0.550  0.1938
28 F -2.504 -1.309 -2.164  0.2216
29 H -7.734 3.325 -1.738  0.0747
30 H -6.764 0.378 -4.714  0.1104
31 H -5.805 -1.126 -4.651  0.1131
32 H -8.069 -1.624 -5.391  0.1273
33 H -8.783 -0.803 -4.020  0.1174
34 H -6.883 -3.062 -3.391  0.1029
35 H -8.394 -3.493 -4.142  0.1173
36 H -9.505 -3.273 -2.171  0.1218
37 H -8.923 -1.625 -1.955  0.0995
38 H -6.762 -2.600 -1.104  0.0494
39 H -7.511 -4.189 -1.129  0.1234
40 H -9.197 -2.259 0.281  0.1073
41 H -8.515 -3.749 0.904  0.1122
42 H -7.646 -0.953 1.282  0.1107
43 H -6.316 -1.958 0.764  0.0815
44 H -6.592 -3.450 2.596  0.1115
45 H -8.037 -2.587 3.185  0.1160
46 H -6.317 -0.513 3.061  0.1019
47 H -6.345 -1.527 4.487  0.1129
48 H -4.576 -2.171 2.106  0.0926
49 H -4.024 -1.047 3.319  0.1094
50 H -3.834 -2.708 4.961  0.1172
51 H -4.997 -3.781 4.186  0.1066
52 H -2.799 -4.732 3.863  0.1152
53 H -3.360 -4.131 2.321  0.1068
54 H -2.058 -1.988 2.805  0.0818
55 H -1.360 -2.806 4.175  0.1224
56 H -1.182 -4.269 1.542  0.1072
57 H -0.109 -4.273 2.909  0.1115
58 H 0.787 -3.204 0.813  0.1013
59 H 0.992 -2.301 2.274  0.1146
60 H -0.699 -0.718 1.671  0.1057
61 H -1.390 -1.761 0.462  0.0912
62 H 0.901 -1.511 -0.789  0.0918
63 H -0.168 -0.127 -0.748  0.0875
64 H 1.645 1.052 0.002  0.0496
65 H 1.358 0.280 1.557  0.0768
66 H 2.533 -0.395 0.430  0.0543
67 C 5.325 -1.902 0.907  -0.0670
68 C 4.294 -3.011 1.024  -0.2680
69 O 3.261 -2.945 0.054  -0.1891
70 C 3.674 -3.014 -1.298  -0.2771
71 C 4.410 -4.291 -1.668  -0.0703
72 H 4.845 -0.923 0.960  0.0741
73 H 6.047 -1.979 1.720  0.0813
74 H 5.882 -1.953 -0.030  0.0607
75 H 3.779 -2.934 1.982  0.1164
76 H 4.780 -3.993 1.003  0.1103
77 H 4.277 -2.138 -1.557  0.0852
78 H 2.754 -2.944 -1.881  0.1145
79 H 5.349 -4.396 -1.123  0.0691
80 H 4.646 -4.287 -2.733  0.0783
81 H 3.795 -5.165 -1.451  0.0818
82 C 4.819 4.472 -1.803  -0.0724
83 C 3.694 3.454 -1.876  -0.2780
84 O 3.369 2.852 -0.638  -0.1737
85 C 2.935 3.726 0.390  -0.2765
86 C 1.676 4.504 0.052  -0.0710
87 H 5.714 4.017 -1.377  0.0745
88 H 5.057 4.837 -2.803  0.0804
89 H 4.558 5.336 -1.190  0.0679
90 H 3.998 2.625 -2.516  0.0961
91 H 2.802 3.895 -2.338  0.1093
92 H 3.743 4.406 0.683  0.1030
93 H 2.744 3.085 1.251  0.1169
94 H 1.821 5.179 -0.793  0.0676
95 H 1.375 5.107 0.910  0.0725
96 H 0.861 3.822 -0.198  0.0748
97 C 5.731 0.103 -2.865  -0.0679
98 C 6.730 1.195 -2.528  -0.2828
99 O 8.083 0.790 -2.597  -0.1525
100 C 8.536 0.343 -3.862  -0.2797
101 C 8.430 1.384 -4.964  -0.0791
102 H 5.880 -0.753 -2.206  0.0590
103 H 4.714 0.473 -2.726  0.0676
104 H 5.822 -0.246 -3.895  0.0730
105 H 6.574 1.507 -1.494  0.1191
106 H 6.563 2.080 -3.153  0.1026
107 H 8.019 -0.578 -4.154  0.1071
108 H 9.582 0.081 -3.706  0.1193
109 H 7.396 1.661 -5.171  0.0647
110 H 8.857 0.990 -5.887  0.0772
111 H 8.974 2.288 -4.689  0.0820
112 C 3.403 7.331 3.382  -0.0758
113 C 3.295 6.167 4.353  -0.2812
114 O 3.860 4.960 3.874  -0.1700
115 C 5.244 4.996 3.576  -0.2904
116 C 6.129 5.343 4.761  -0.0768
117 H 2.944 7.075 2.426  0.0704
118 H 2.893 8.203 3.791  0.0780
119 H 4.439 7.614 3.194  0.0680
120 H 2.244 5.933 4.528  0.1168
121 H 3.725 6.436 5.324  0.1081
122 H 5.438 5.679 2.740  0.1048
123 H 5.484 3.993 3.222  0.1179
124 H 5.942 6.350 5.134  0.0671
125 H 7.178 5.290 4.467  0.0786
126 H 5.962 4.642 5.580  0.0830

Cartesian forces, eV/Å:
C -0.192 0.088 0.080
C 0.092 -0.063 -0.103
S -0.122 -0.284 0.288
C -0.368 0.001 -0.240
C 0.071 -0.210 0.142
C -0.216 0.223 0.020
C 0.444 -0.321 -0.054
C -0.319 0.253 0.247
C 0.320 0.139 -0.241
C -0.128 -0.001 0.184
C 0.416 0.415 -0.059
C 0.001 -0.112 -0.103
C 0.075 -0.148 -0.029
C 0.281 0.116 -0.134
C -0.101 -0.043 0.106
C -0.270 -0.125 0.060
C 0.347 0.163 0.121
C -0.019 -0.209 0.133
C 0.114 -0.185 0.144
C -0.126 0.454 0.035
C -0.070 -0.176 -0.191
C 0.354 0.252 0.163
F 0.039 -0.204 -0.221
F -0.143 -0.014 0.099
C 0.149 0.152 0.007
F 0.112 0.141 0.036
F 0.008 -0.089 -0.297
F -0.251 -0.087 0.143
H 0.037 0.132 -0.019
H 0.193 0.090 -0.071
H 0.166 -0.040 0.163
H 0.004 0.087 -0.124
H -0.129 0.044 -0.052
H 0.111 -0.055 -0.080
H 0.015 -0.137 -0.035
H -0.242 0.157 0.009
H -0.154 0.118 0.041
H 0.218 -0.176 -0.088
H 0.122 -0.099 -0.089
H -0.210 -0.109 0.048
H -0.050 -0.086 0.059
H -0.032 0.100 -0.036
H 0.049 0.006 -0.085
H -0.264 -0.288 0.186
H -0.115 -0.102 0.005
H -0.088 0.139 0.069
H -0.006 -0.048 0.085
H 0.029 0.057 -0.100
H -0.027 0.142 0.025
H -0.137 -0.052 0.174
H -0.098 -0.057 0.049
H 0.039 -0.073 0.025
H -0.014 -0.037 -0.097
H 0.050 0.072 -0.157
H 0.092 0.126 0.062
H -0.212 0.075 -0.094
H 0.023 -0.201 -0.068
H 0.070 -0.039 -0.052
H 0.042 0.148 0.036
H -0.095 0.131 0.004
H 0.019 -0.119 -0.157
H -0.011 -0.133 -0.049
H -0.042 0.029 -0.077
H 0.099 0.066 -0.028
H 0.001 0.041 0.125
H 0.054 -0.045 0.092
C -0.039 0.027 -0.074
C 0.056 0.016 0.080
O -0.115 -0.060 -0.027
C 0.059 0.044 -0.117
C -0.005 -0.036 0.108
H 0.015 0.003 0.008
H -0.009 0.003 0.021
H 0.035 -0.034 0.023
H -0.021 -0.004 -0.002
H 0.013 0.010 -0.041
H 0.016 -0.014 0.008
H -0.034 0.011 0.041
H 0.023 0.030 -0.030
H -0.020 0.005 -0.013
H 0.000 -0.005 -0.010
C 0.005 0.002 0.113
C 0.022 0.023 -0.087
O -0.004 -0.115 -0.025
C 0.025 0.081 0.129
C 0.012 -0.004 -0.099
H 0.013 0.006 -0.016
H 0.006 -0.024 -0.015
H -0.042 0.013 -0.034
H -0.011 0.000 -0.008
H 0.004 0.054 0.036
H -0.025 0.033 -0.023
H 0.040 -0.038 -0.008
H 0.021 0.033 0.030
H -0.002 -0.020 0.025
H -0.011 -0.008 0.016
C 0.075 -0.099 -0.072
C -0.099 0.113 0.027
O 0.016 -0.017 0.097
C 0.036 -0.043 -0.067
C -0.049 0.054 0.047
H 0.001 0.000 0.000
H -0.007 -0.017 0.050
H -0.013 0.049 -0.016
H 0.066 0.017 0.013
H -0.025 -0.031 -0.040
H -0.037 0.024 -0.005
H 0.001 -0.004 0.019
H -0.004 -0.038 -0.027
H 0.024 -0.007 0.003
H 0.010 -0.001 -0.004
C 0.047 -0.041 -0.047
C -0.039 0.051 0.028
O -0.067 -0.095 -0.045
C 0.092 0.006 -0.059
C -0.069 0.026 0.048
H -0.006 0.003 -0.002
H -0.022 -0.002 0.003
H -0.001 0.025 0.037
H 0.000 -0.017 0.007
H 0.037 0.013 -0.020
H 0.008 0.036 0.032
H -0.045 -0.017 -0.003
H 0.027 0.018 -0.032
H 0.006 -0.022 -0.009
H 0.007 -0.007 -0.001